Formula: C29H46N2O2P2Sn
Source: the OMol25 dataset
Level of theory: ωB97M-V/def2-TZVPD

Structure (XYZ):
```
82
Properties=species:S:1:pos:R:3:forces:R:3:lowdin_charge:R:1
Sn 1.173057 -1.356920 -0.433018 0.16 -0.35 -0.14 1.13
C 1.512937 -3.560973 3.479730 -0.06 0.20 0.02 -0.11
C 0.287596 -2.676717 3.273535 0.16 0.15 -0.32 -0.56
C -0.745918 -3.399976 2.417991 -0.01 0.08 -0.05 -0.12
P 0.724701 -1.090857 2.391210 -0.20 -0.10 1.05 1.01
C 1.824251 -0.162049 3.626382 0.04 -0.21 -0.29 -0.51
C 1.619470 -0.439242 5.112963 0.00 -0.12 -0.10 -0.12
C 1.766331 1.355438 3.376346 -0.08 -0.07 -0.08 -0.11
C -0.868363 -0.228554 2.424286 0.21 -0.01 -0.27 -0.33
C -1.469284 0.133257 3.627345 -0.24 0.18 -0.02 -0.06
C -2.632208 0.878955 3.678712 0.06 0.04 0.19 -0.29
C -3.265555 1.256959 4.987336 -0.04 -0.13 -0.07 -0.06
C -3.195210 1.276513 2.465914 0.11 -0.11 -0.03 -0.04
C -2.643084 0.895088 1.267880 -0.15 0.16 -0.03 -0.03
C -1.478282 0.104624 1.195022 0.17 0.19 0.52 -0.33
N -0.919078 -0.248664 0.003171 0.69 0.12 -0.08 -0.14
C -1.754397 -0.432928 -1.074645 -0.17 -0.04 -0.38 -0.38
C -3.033374 -0.990419 -0.944662 -0.06 -0.18 0.00 -0.03
C -3.868226 -1.134607 -2.028396 0.07 0.12 0.01 -0.03
C -3.471837 -0.724722 -3.297141 0.00 0.09 -0.15 -0.28
C -4.390681 -0.822778 -4.477515 0.04 -0.09 -0.03 -0.05
C -2.185591 -0.233240 -3.450237 -0.28 -0.12 0.04 -0.07
C -1.320585 -0.105061 -2.374657 0.32 -0.21 0.23 -0.33
P 0.383343 0.492348 -2.482373 -0.23 0.71 -0.67 1.00
C 1.012153 0.203407 -4.233563 0.00 0.07 0.37 -0.53
C 0.541161 1.087936 -5.384088 0.06 -0.02 0.19 -0.10
C 0.838127 -1.283492 -4.540610 0.16 -0.02 0.18 -0.12
C 0.097714 2.338756 -2.240635 0.15 -0.29 0.08 -0.53
C -1.136558 2.908284 -2.932021 -0.01 -0.15 0.21 -0.10
C 1.355916 3.138436 -2.577973 -0.03 -0.02 0.06 -0.12
H 1.229849 -4.466189 4.015667 0.03 -0.09 0.00 0.08
H 2.286749 -3.056348 4.054004 0.14 -0.03 0.03 0.06
H 1.934028 -3.844666 2.514336 0.06 -0.05 -0.01 0.08
H -0.168872 -2.406049 4.234760 0.11 0.00 -0.12 0.10
H -0.312438 -3.663655 1.447942 -0.10 -0.04 0.04 0.06
H -1.617702 -2.769486 2.251740 -0.09 -0.04 -0.07 0.07
H -1.069588 -4.314672 2.912744 -0.02 -0.09 0.00 0.08
H 2.828055 -0.530522 3.374474 -0.09 0.05 0.00 0.09
H 0.734972 0.061107 5.495023 -0.06 0.05 0.07 0.06
H 2.483566 -0.043584 5.645417 0.02 0.03 0.14 0.09
H 1.545459 -1.497585 5.337381 -0.01 -0.12 0.10 0.06
H 0.842090 1.631352 2.865180 0.04 0.15 0.00 0.07
H 2.617860 1.710381 2.799640 0.07 0.12 -0.05 0.06
H 1.782184 1.890765 4.324689 0.03 0.04 0.01 0.08
H -1.021256 -0.183211 4.556620 0.06 0.00 0.12 0.09
H -2.524029 1.278678 5.784568 -0.03 0.03 0.08 0.07
H -4.038101 0.534887 5.260734 -0.03 0.04 0.09 0.08
H -3.735349 2.237661 4.919056 -0.01 0.03 0.07 0.07
H -4.080589 1.899170 2.467657 -0.07 0.05 0.00 0.11
H -3.093890 1.227062 0.343984 -0.07 0.02 -0.03 0.11
H -3.363026 -1.310982 0.033036 -0.04 0.00 0.07 0.12
H -4.853665 -1.554471 -1.884803 -0.12 -0.06 -0.01 0.11
H -5.434293 -0.833343 -4.168165 -0.04 0.01 -0.02 0.07
H -4.193930 -1.740426 -5.033933 -0.08 -0.01 -0.12 0.08
H -4.235499 0.022328 -5.146820 -0.07 -0.01 -0.10 0.08
H -1.869504 0.085165 -4.431416 0.03 -0.02 -0.11 0.09
H 2.091389 0.383452 -4.116957 -0.14 -0.02 0.04 0.10
H -0.513091 0.957082 -5.608231 -0.10 0.03 -0.04 0.06
H 1.103963 0.826722 -6.280446 0.03 -0.02 -0.07 0.08
H 0.726786 2.136008 -5.169223 -0.05 0.11 -0.09 0.05
H -0.212118 -1.545397 -4.660813 0.01 -0.05 0.02 0.07
H 1.259177 -1.882867 -3.726973 -0.09 -0.10 -0.15 0.06
H 1.363315 -1.540427 -5.460572 0.04 -0.02 -0.03 0.08
H -0.081248 2.395423 -1.155282 0.01 -0.04 -0.12 0.09
H -1.085861 2.782330 -4.008664 0.00 0.00 -0.17 0.06
H -1.219492 3.974560 -2.722260 -0.01 0.10 0.04 0.08
H -2.035534 2.411228 -2.574076 -0.09 0.07 -0.03 0.07
H 1.327070 3.491033 -3.607475 0.04 -0.02 -0.06 0.07
H 2.255439 2.535441 -2.462046 0.21 0.06 0.06 0.05
H 1.436684 4.016726 -1.937584 0.06 0.05 0.00 0.08
N 2.355822 0.715247 0.149324 -0.57 -0.21 0.17 -0.06
C 3.738123 0.975965 -0.254263 0.53 0.13 -0.03 -0.24
C 4.691957 -0.116204 0.214704 -0.06 -0.34 -0.46 -0.10
C 4.500275 -1.374839 -0.658743 0.24 0.47 0.47 -0.70
O 5.397352 -1.769073 -1.370854 0.54 -0.04 -0.31 0.05
O 3.341010 -1.912145 -0.561827 -0.79 -0.22 0.11 -0.31
H 1.758782 1.466502 -0.186201 -0.10 -0.05 0.13 0.06
H 2.310769 0.719926 1.165116 -0.06 0.12 -0.16 0.02
H 4.066321 1.949027 0.143179 -0.10 -0.13 -0.15 0.12
H 3.774671 1.022636 -1.345687 -0.02 0.10 0.02 0.12
H 4.495352 -0.384089 1.254560 0.01 0.09 0.13 0.11
H 5.721476 0.223563 0.111488 -0.04 0.01 0.06 0.12
```
Forces are in eV/Å.

Values from the calculation:
ΔE to the lowest compared entry with this formula, charge and spin: 26.3 kcal/mol
HOMO energy: -0.2457 Eh

---

Formula: C16H58F6N29O19S2
Source: the OMol25 dataset
Level of theory: ωB97M-V/def2-TZVPD

Structure (XYZ):
```
130
Properties=species:S:1:pos:R:3:forces:R:3:lowdin_charge:R:1
C 0.763824 2.121957 0.557780 -0.95 -0.48 -1.01 -0.64
F 1.937858 1.743620 0.094295 0.66 -0.59 0.86 0.12
F 0.742540 2.468622 1.838686 0.58 -0.21 -0.54 0.14
F 0.474347 3.183625 -0.197302 -0.89 0.18 0.30 0.13
S -0.538428 0.702000 0.381789 0.09 -0.34 2.14 0.68
O -0.648589 0.103605 1.711698 1.13 0.84 -1.84 -0.30
O -1.761924 1.352016 -0.028591 0.64 -0.19 -1.16 -0.33
N 0.149506 -0.311158 -0.798744 -1.28 1.21 2.68 -0.32
S -0.986622 -1.417225 -0.990272 -0.82 -2.06 -1.02 0.61
O -1.654504 -1.945017 0.179391 0.39 0.82 -0.61 -0.30
O -1.804318 -1.005321 -2.110899 0.27 -0.81 0.13 -0.29
C 0.029677 -3.006986 -1.444689 -1.60 1.21 1.22 -0.62
F -0.821826 -3.983089 -1.742903 0.33 0.62 -1.01 0.14
F 0.927316 -2.748396 -2.410146 -0.64 -0.22 -0.36 0.09
F 0.647227 -3.416998 -0.354974 0.78 0.34 0.11 0.13
C -0.461070 -2.979390 4.368223 -1.24 -0.98 -0.02 -0.69
O -1.514595 -3.198279 4.962441 0.54 0.39 0.06 0.01
N -0.454705 -2.309035 3.179218 -0.67 -0.14 -0.27 0.17
N 0.701930 -3.547195 4.737888 0.55 0.20 -0.25 0.17
H -1.392413 -2.059873 2.902449 0.21 0.41 -0.14 0.06
H 0.330891 -1.945208 2.670756 0.06 0.10 0.31 0.07
H 1.509389 -3.355585 4.169127 0.37 -0.13 0.57 0.08
H 0.692640 -4.078871 5.587965 0.33 0.10 -0.05 0.11
C 1.809431 5.216467 3.451033 0.59 -1.50 -0.05 -0.69
O 2.154517 4.369124 4.280862 0.44 1.04 0.13 0.00
N 2.551471 6.142950 2.803375 0.10 0.67 -0.35 0.17
N 0.551757 5.188091 2.923181 -0.52 0.03 0.38 0.15
H 3.522958 6.365888 2.913562 0.00 -0.47 0.34 0.11
H 2.067213 6.504648 1.986473 0.53 0.31 0.12 0.06
H 0.589277 5.262985 1.913298 -0.88 0.00 0.00 0.05
H 0.058266 4.427801 3.361223 -0.34 -0.05 -0.58 0.09
C -0.840750 -1.058067 -5.890524 -3.22 -0.37 -1.50 -0.63
O -1.615221 -0.131325 -5.589012 1.47 0.06 -0.07 -0.01
N -0.977905 -1.631395 -7.134900 0.22 0.45 -0.01 0.15
N -0.075184 -1.715422 -5.046206 1.38 -0.22 1.43 0.19
H -0.531745 -2.485241 -7.415753 0.06 0.09 0.06 0.09
H -1.716620 -1.256817 -7.702936 0.04 -0.09 0.02 0.10
H 0.205895 -1.220500 -4.213913 -0.06 -0.15 0.05 0.07
H 0.337168 -2.605585 -5.256663 0.13 0.18 -0.12 0.11
C -3.644524 -0.501521 3.182756 0.66 -1.20 0.81 -0.69
O -3.860123 -1.675912 3.475569 -0.58 0.78 -1.25 0.03
N -2.993305 0.285670 4.070253 -0.22 0.07 0.75 0.16
N -3.857369 0.185796 2.035596 -0.67 0.10 -0.96 0.17
H -2.702202 1.202523 3.795187 0.34 -0.02 0.57 0.07
H -2.856153 -0.152836 4.966364 0.48 0.44 0.03 0.11
H -3.719465 1.175152 2.103097 -0.14 0.03 -0.34 0.06
H -4.357801 -0.151356 1.233291 0.04 -0.32 0.23 0.11
C -3.052483 2.458371 -3.765795 -0.86 0.48 0.46 -0.68
O -3.480426 3.394157 -3.081208 -0.09 -0.18 -0.22 -0.01
N -3.525520 2.082490 -4.991111 -0.19 0.14 -0.44 0.16
N -2.066136 1.654724 -3.365661 0.99 -0.01 0.11 0.16
H -3.252071 1.135988 -5.209108 -0.29 -0.03 -0.42 0.06
H -4.477939 2.312714 -5.217265 0.07 0.22 0.13 0.10
H -1.817578 1.668860 -2.391235 0.11 -0.15 -0.07 0.07
H -1.762288 0.954969 -4.035967 0.00 -0.40 0.65 0.04
C -1.971963 -7.605713 -3.280901 0.47 -1.21 0.58 -0.69
O -1.595403 -8.202756 -4.276346 0.00 0.30 -0.72 0.00
N -2.667166 -8.281748 -2.311854 0.40 1.15 -0.87 0.16
N -1.628973 -6.314201 -2.991892 -0.70 -0.30 -0.06 0.15
H -2.735698 -9.254315 -2.546804 -0.52 -0.04 0.62 0.10
H -3.065071 -7.759708 -1.548996 -0.07 -0.72 0.38 0.08
H -1.567833 -6.119632 -2.005505 0.27 0.42 -0.13 0.07
H -0.987728 -5.932853 -3.664165 0.16 0.22 0.36 0.09
C -2.675431 4.820492 0.836104 0.09 -1.21 -0.83 -0.68
O -2.571697 5.870046 1.456373 0.07 -0.46 -0.02 0.01
N -2.743208 4.737498 -0.527791 0.02 2.35 1.49 0.16
N -2.698646 3.547009 1.330257 -0.03 0.18 1.63 0.15
H -2.761992 5.707336 -0.810797 -0.16 -0.66 -1.40 0.09
H -2.796239 3.892066 -1.063208 -0.16 0.23 -0.70 0.06
H -2.509035 3.365984 2.301838 -0.22 0.15 -0.10 0.09
H -3.055678 2.816662 0.749348 0.28 -0.22 0.03 0.06
C 3.215090 -1.305085 2.044043 2.39 0.20 2.10 -0.69
O 3.197294 -1.429130 3.277090 -0.96 -0.15 -0.70 0.01
N 3.625554 -0.139112 1.502527 -0.39 1.15 -0.33 0.16
N 3.186692 -2.340778 1.206816 -0.79 -1.12 -0.75 0.18
H 4.027195 0.518918 2.148757 -0.20 0.18 -0.14 0.10
H 3.795402 -0.010626 0.521380 0.09 -0.03 0.09 0.09
H 3.124008 -3.265320 1.600582 -0.28 -0.03 -0.31 0.10
H 3.127845 -2.203660 0.213701 0.03 -0.27 0.04 0.08
C 2.130703 0.615336 -3.554342 0.39 1.72 -0.72 -0.71
O 2.936787 0.933615 -4.417050 -0.04 -0.61 -0.06 0.02
N 0.811551 0.927125 -3.595561 -1.73 -0.12 0.04 0.15
N 2.427183 0.073968 -2.359758 0.43 -0.74 0.32 0.15
H 0.267862 1.332174 -4.338195 0.78 0.11 -0.42 0.10
H 0.238404 0.699808 -2.799214 0.06 0.00 0.07 0.04
H 3.390734 -0.165269 -2.202655 -0.17 -0.04 0.24 0.11
H 1.628323 -0.073886 -1.737147 1.11 -0.25 0.22 0.01
C 4.971599 3.503536 0.563563 1.14 -0.52 1.12 -0.71
O 6.081073 3.241806 0.120887 -0.14 0.11 0.14 0.02
N 4.611813 3.368019 1.873293 -0.87 -0.10 1.08 0.16
N 3.971686 3.971140 -0.196410 -0.53 0.55 -1.94 0.17
H 5.222254 3.257995 2.663923 0.60 -0.15 -0.55 0.11
H 3.724477 3.746884 2.168184 -0.03 0.04 -0.09 0.06
H 4.225944 3.948512 -1.173453 -0.25 0.06 0.02 0.11
H 2.992632 3.849732 -0.009967 0.08 0.09 0.31 0.07
C 0.524356 0.885478 6.066029 1.51 -0.29 1.96 -0.69
O 1.058734 0.147791 6.899229 -0.51 -0.10 -0.96 0.01
N 1.109458 1.283538 4.920546 0.39 -0.31 -1.29 0.18
N -0.650362 1.478839 6.344077 -1.28 0.60 -0.07 0.15
H 0.975138 2.189579 4.505864 -0.04 0.01 0.13 0.06
H 1.829582 0.696457 4.531478 0.13 0.06 0.22 0.09
H -1.067795 2.119616 5.693867 -0.09 -0.04 0.16 0.08
H -1.036429 1.362945 7.263397 0.06 0.03 -0.07 0.11
C -1.670415 -5.815905 1.035236 -0.26 -0.57 0.78 -0.70
O -2.055677 -6.963394 0.785747 0.02 0.36 -0.70 -0.02
N -0.469067 -5.599479 1.622229 0.80 -0.38 -0.08 0.17
N -2.424780 -4.722692 0.841277 -0.45 0.08 -0.38 0.18
H -0.110194 -4.681045 1.827073 -0.12 0.04 -0.09 0.07
H 0.187415 -6.333924 1.412164 0.17 0.15 0.33 0.10
H -3.353489 -4.911222 0.507066 -0.05 0.38 0.18 0.11
H -2.122366 -3.798551 1.108602 -0.25 -0.10 -0.08 0.07
C 0.368409 6.800268 -0.504330 -3.08 -1.52 -0.72 -0.63
O 1.124307 6.229877 0.282495 0.58 0.18 -1.06 -0.02
N -0.126956 6.289626 -1.702537 2.28 -0.54 0.98 0.16
N -0.403258 7.823034 -0.132756 0.84 1.84 1.54 0.17
H 0.188640 5.356996 -1.910263 -0.24 0.14 -0.55 0.10
H -0.741713 6.817905 -2.287570 0.00 -0.22 -0.15 0.09
H -1.143287 8.235782 -0.664320 -0.01 -0.15 -0.03 0.10
H -0.240113 8.125365 0.815979 -0.34 0.24 -0.17 0.12
C 3.637158 -4.959591 -1.057266 -1.45 -0.22 1.36 -0.67
O 2.960781 -5.206057 -0.059126 0.41 0.13 -0.56 0.01
N 4.847876 -5.523713 -1.310465 -0.18 0.59 -0.91 0.15
N 3.225880 -4.064286 -2.010036 0.21 0.10 0.28 0.16
H 5.369203 -4.831676 -1.826510 1.06 -0.75 0.19 0.10
H 5.246491 -6.119890 -0.607200 0.18 0.28 0.04 0.11
H 2.379030 -3.532438 -1.847641 0.81 -0.59 -0.22 0.05
H 3.689568 -4.026360 -2.900602 -0.19 0.13 -0.02 0.10
O -4.621861 -0.405348 -3.112663 -0.10 -0.10 0.12 -0.06
H -4.986622 0.320184 -2.597439 0.02 0.04 -0.01 0.03
H -3.931334 -0.780725 -2.549347 0.12 0.08 -0.16 0.00
```
Forces are in eV/Å.

Values from the calculation:
ΔE to the lowest compared entry with this formula, charge and spin: 0.0 kcal/mol
HOMO energy: -0.2581 Eh
net charge: -1

---

Formula: C4H10N2
Source: the OMol25 dataset
Level of theory: ωB97M-V/def2-TZVPD

Structure (XYZ):
```
16
Properties=species:S:1:pos:R:3:forces:R:3:lowdin_charge:R:1
N -1.559149 -1.477820 -1.863033 -1.11 -0.49 -2.27 0.04
C -1.015379 -1.104427 -0.679543 2.03 -1.40 -0.05 -0.24
C 0.243648 -0.670394 -0.448549 -0.50 0.77 2.34 -0.11
C 0.499100 -0.205598 1.008453 1.41 -2.54 -0.13 -0.27
C 0.318816 1.251719 1.260176 1.54 0.73 0.02 -0.31
N 1.389865 2.105811 0.695970 0.65 -0.51 -1.00 -0.03
H -1.200805 -1.309336 -2.788882 0.92 0.69 0.51 0.09
H -2.299448 -2.135565 -2.036081 -0.24 -0.03 1.28 0.08
H -1.478977 -1.541395 0.204202 -0.71 0.79 -0.17 0.12
H 1.157019 -0.569695 -1.028510 -0.80 0.09 -0.89 0.09
H -0.056860 -0.775739 1.767298 -0.63 0.05 -0.47 0.10
H 1.530474 -0.593753 1.271981 -0.55 0.97 -0.21 0.11
H -0.640082 1.528403 0.822747 -0.09 0.41 0.51 0.11
H 0.477436 1.462385 2.325753 -1.08 -0.12 -0.02 0.11
H 2.271236 1.742186 1.064801 -0.18 0.30 0.47 0.06
H 1.561917 1.873594 -0.289649 -0.68 0.28 0.07 0.05
```
Forces are in eV/Å.

Values from the calculation:
ΔE to the lowest compared entry with this formula, charge and spin: 42.5 kcal/mol
SMILES: N/C=C/CCN
HOMO energy: -0.2897 Eh

---

Computed molar mass (g mol⁻¹) in order:
635.36 1138.95 86.14
Computed energy (eV) in order:
-62305.2859 -137639.1082 -7288.7787